Computed, not measured: a 2-piece molecular cluster, C3H13N3 overall in a non-equilibrium geometry, with wB97M-V/def2-TZVPD.

ORCA input file:
```
! wB97M-V def2-TZVPD RIJCOSX def2/J DEFGRID3
* xyz 0 1
C -2.169 1.303 -0.425
C -2.393 0.010 0.335
N -1.512 -1.046 -0.133
H -2.268 1.110 -1.496
H -2.882 2.074 -0.144
H -1.158 1.688 -0.285
H -2.186 0.190 1.394
H -3.458 -0.250 0.273
H -1.674 -1.953 0.266
H -1.584 -1.144 -1.099
N 1.576 -0.435 1.167
C 1.653 -0.160 -0.254
N 2.954 0.218 -0.786
H 1.703 0.395 1.724
H 0.722 -0.935 1.360
H 1.414 -1.076 -0.763
H 0.884 0.533 -0.605
H 3.082 1.220 -0.734
H 3.694 -0.238 -0.267
*
```

Calculated values
SMILES: CCN.NCN

So, what does the Löwdin scheme give us? The charges, in e, come out as:
1 C -0.1100
2 C -0.3471
3 N -0.0009
4 H 0.0712
5 H 0.0696
6 H 0.0575
7 H 0.1014
8 H 0.0979
9 H 0.0705
10 H 0.0430
11 N -0.0018
12 C -0.4131
13 N -0.0061
14 H 0.0553
15 H 0.0378
16 H 0.0852
17 H 0.0807
18 H 0.0497
19 H 0.0592

---

Computed, not measured: one molecule with the formula C11H16O2 in a non-equilibrium geometry, with wB97M-V/def2-TZVPD.

ORCA input file:
```
! wB97M-V def2-TZVPD RIJCOSX def2/J DEFGRID3
* xyz 0 1
C 1.355 3.697 0.383
C 0.591 2.607 0.538
C 0.309 1.477 -0.411
C -0.377 0.448 0.478
C -1.500 -0.289 -0.178
C -1.094 -0.870 -1.503
C -0.671 -2.343 -1.431
C 0.135 -2.722 -0.161
C 1.187 -1.599 0.274
C 0.614 -0.497 1.053
O -0.937 1.241 1.588
C -0.363 2.488 1.694
O -0.683 3.280 2.560
H 2.060 3.790 -0.400
H 1.262 4.456 1.168
H -0.475 1.836 -1.145
H 1.244 1.122 -0.963
H -2.338 0.402 -0.221
H -1.819 -1.134 0.526
H -0.136 -0.319 -1.788
H -1.895 -0.702 -2.262
H -0.081 -2.558 -2.313
H -1.506 -3.017 -1.554
H -0.543 -2.792 0.726
H 0.485 -3.726 -0.336
H 1.663 -1.240 -0.614
H 1.977 -2.108 0.861
H 0.069 -0.955 1.852
H 1.466 0.030 1.578
*
```

Calculated values
SMILES: C=C1CC2(CCCCCC2)OC1=O

So, what does the Löwdin scheme give us? The charges, in e, come out as:
1 C 0.1195
2 C -0.2001
3 C -0.0717
4 C -0.4725
5 C -0.1334
6 C -0.1846
7 C -0.2067
8 C -0.1578
9 C -0.1770
10 C -0.1700
11 O 0.0636
12 C -0.4008
13 O 0.1147
14 H 0.0592
15 H 0.0866
16 H 0.1579
17 H 0.1543
18 H 0.1279
19 H 0.1491
20 H 0.1112
21 H 0.1272
22 H 0.1004
23 H 0.1002
24 H 0.1071
25 H 0.0947
26 H 0.0976
27 H 0.1232
28 H 0.1226
29 H 0.1579

---

Computed, not measured: an isolated ion of composition CH5N2S and charge +1 in a non-equilibrium geometry, with wB97M-V/def2-TZVPD.

ORCA input file:
```
! wB97M-V def2-TZVPD RIJCOSX def2/J DEFGRID3
* xyz 1 1
N -1.101 -0.982 0.056
C -0.748 0.269 0.156
N 0.508 0.675 0.116
S 2.032 -0.267 0.003
H -0.394 -1.696 -0.076
H -2.065 -1.276 0.076
H -1.507 1.030 0.296
H 0.675 1.669 0.232
H 2.600 0.579 -0.860
*
```

Calculated values
SMILES: [NH2+]=CNS

So, what does the Löwdin scheme give us? The charges, in e, come out as:
1 N 0.1950
2 C -0.1955
3 N -0.2936
4 S 0.8571
5 H 0.1164
6 H 0.1461
7 H 0.1691
8 H 0.1167
9 H -0.1113

---

Computed, not measured: C4H30BO23 as an isolated structure in a non-equilibrium geometry, with wB97M-V/def2-TZVPD.

ORCA input file:
```
! wB97M-V def2-TZVPD RIJCOSX def2/J DEFGRID3
* xyz -1 1
O 26.519 -16.467 2.223
C 26.535 -15.903 3.335
O 25.869 -16.279 4.318
B 26.198 -15.442 5.465
O 27.316 -14.592 4.908
C 27.464 -14.865 3.730
O 28.218 -14.205 2.980
O 26.584 -16.137 6.693
C 25.598 -16.057 7.437
O 25.398 -16.964 8.262
C 24.608 -15.120 6.931
O 25.012 -14.637 5.855
O 23.570 -14.881 7.542
O 25.406 -17.545 -0.500
H 25.960 -17.739 0.236
H 25.058 -18.387 -0.735
O 20.826 -14.151 7.999
H 21.324 -14.125 7.136
H 21.426 -14.081 8.715
O 25.470 -11.333 5.817
H 26.258 -11.873 5.986
H 25.131 -11.760 5.042
O 22.951 -17.019 9.397
H 22.350 -16.661 8.740
H 23.822 -16.963 8.985
O 21.484 -13.893 5.468
H 21.880 -14.718 5.250
H 20.589 -14.030 5.170
O 27.675 -12.544 6.730
H 27.749 -12.979 7.553
H 27.845 -13.107 5.965
O 24.946 -12.665 3.413
H 24.396 -13.272 3.937
H 24.327 -12.261 2.756
O 27.426 -11.625 2.964
H 27.938 -12.397 2.977
H 26.563 -12.034 2.960
O 24.121 -18.402 5.415
H 24.814 -18.718 5.971
H 23.453 -19.094 5.373
O 26.238 -13.435 9.088
H 25.485 -14.060 9.263
H 26.321 -12.970 9.914
O 23.578 -15.087 3.312
H 23.071 -15.791 3.698
H 23.451 -15.257 2.383
O 24.325 -14.878 10.392
H 23.754 -15.618 10.098
H 24.881 -15.080 11.160
O 21.107 -16.977 7.559
H 21.510 -17.835 7.863
H 21.707 -16.700 6.848
O 24.006 -17.731 1.857
H 24.268 -17.995 1.003
H 24.673 -17.140 2.098
O 25.873 -14.082 0.169
H 26.292 -14.851 0.551
H 24.980 -14.432 -0.033
*
```

So, what does the Löwdin scheme give us? The charges, in e, come out as:
1 O 0.0988
2 C -0.3994
3 O 0.2897
4 B -0.7737
5 O 0.2692
6 C -0.4338
7 O 0.1165
8 O 0.3262
9 C -0.4272
10 O 0.1170
11 C -0.4272
12 O 0.2992
13 O 0.1474
14 O -0.0165
15 H 0.0150
16 H 0.0329
17 O -0.0883
18 H -0.0187
19 H -0.0024
20 O -0.0688
21 H -0.0243
22 H -0.0409
23 O -0.0718
24 H -0.0197
25 H -0.0149
26 O -0.0026
27 H 0.0110
28 H 0.0674
29 O -0.0234
30 H 0.0067
31 H 0.0380
32 O -0.0597
33 H 0.0364
34 H 0.1060
35 O -0.0408
36 H -0.0473
37 H -0.0274
38 O -0.0178
39 H 0.0272
40 H 0.0459
41 O -0.0528
42 H 0.0120
43 H 0.0321
44 O -0.0059
45 H 0.0457
46 H 0.0511
47 O -0.0718
48 H 0.0047
49 H 0.0644
50 O -0.0699
51 H 0.0746
52 H 0.0328
53 O -0.0189
54 H -0.0316
55 H -0.0500
56 O -0.0549
57 H -0.0054
58 H 0.0400

---

Computed, not measured: a 15-piece molecular cluster, H30O15 overall in a non-equilibrium geometry, with wB97M-V/def2-TZVPD.

ORCA input file:
```
! wB97M-V def2-TZVPD RIJCOSX def2/J DEFGRID3
* xyz 0 1
H -0.702 0.352 -0.634
H 0.543 0.875 0.062
H 0.731 -0.957 -3.023
H 1.194 0.289 -2.286
H 4.660 -0.860 -1.536
H 5.197 0.556 -1.660
H -0.817 3.393 1.375
H -2.290 3.399 1.748
H -5.738 -1.076 -0.871
H -4.590 -1.046 0.124
H -1.653 -0.531 3.499
H -1.472 0.446 2.349
H -0.732 2.976 -1.564
H -1.025 1.782 -2.458
H 2.721 0.698 0.105
H 2.141 0.782 1.508
H -3.298 1.685 -0.643
H -2.884 1.567 0.815
H -2.597 -3.425 -0.659
H -1.293 -3.684 -1.396
H 0.875 3.464 -0.134
H 2.198 3.968 0.419
H -0.426 -2.816 1.583
H 0.088 -1.418 1.282
H -2.187 -1.403 -2.019
H -0.705 -1.361 -1.685
H 4.046 -1.165 1.781
H 4.279 -2.358 2.693
H 2.250 -2.640 0.774
H 1.672 -1.875 -0.406
O -0.415 0.973 0.045
O 1.517 -0.544 -2.649
O 4.473 0.049 -1.276
O -1.421 3.655 2.078
O -5.549 -1.124 0.073
O -1.581 -0.493 2.538
O -0.363 2.133 -1.851
O 2.439 0.148 0.846
O -2.536 1.773 -0.060
O -1.792 -2.986 -0.956
O 1.796 3.606 -0.379
O -0.726 -1.913 1.430
O -1.468 -0.791 -1.827
O 3.929 -1.460 2.691
O 1.510 -2.641 0.156
*
```

So, what does the Löwdin scheme give us? The charges, in e, come out as:
1 H -0.0085
2 H 0.0085
3 H 0.0292
4 H 0.0184
5 H 0.0461
6 H 0.0470
7 H 0.0050
8 H 0.0189
9 H 0.0320
10 H 0.0226
11 H 0.0490
12 H 0.0185
13 H 0.0477
14 H 0.0491
15 H 0.0263
16 H 0.0666
17 H 0.0572
18 H 0.0436
19 H 0.0665
20 H 0.0677
21 H 0.0015
22 H 0.0448
23 H 0.0400
24 H 0.0166
25 H 0.0462
26 H 0.0221
27 H 0.0043
28 H 0.0341
29 H 0.0298
30 H 0.0096
31 O -0.1192
32 O -0.0393
33 O -0.0443
34 O -0.0499
35 O -0.0549
36 O -0.0822
37 O -0.0660
38 O -0.0494
39 O -0.0570
40 O -0.0508
41 O -0.0415
42 O -0.1175
43 O -0.0705
44 O -0.0624
45 O -0.0555

---

| no. | HOMO-LUMO gap (eV) |
| --- | --- |
| 1 | 9.743 |
| 2 | 10.568 |
| 3 | 10.579 |
| 4 | 8.763 |
| 5 | 8.269 |